No. 1
Below is a structure of composition C21H42BCuF4NO7S3, with properties calculated with ωB97M-V/def2-TZVPD.

```
! RIJCOSX wB97M-V def2-TZVPD def2/J DEFGRID3
* xyz -1 1
Cu -1.262 0.426 0.091
C -0.490 -1.878 -2.482
C 0.634 -2.640 -1.787
C 1.596 -3.080 -2.911
C 2.962 -3.542 -2.411
C 3.578 -2.474 -1.512
C 2.626 -2.099 -0.355
N 1.354 -1.762 -0.906
O 0.577 -0.873 -0.163
C 3.256 -0.873 0.291
C 2.673 -3.249 0.667
C 0.041 -3.899 -1.108
H -1.231 -1.537 -1.761
H -0.960 -2.533 -3.227
H -0.104 -1.022 -3.036
H 1.675 -2.355 -3.721
H 1.151 -3.987 -3.354
H 3.606 -3.777 -3.268
H 2.840 -4.522 -1.931
H 3.620 -1.598 -2.168
H 4.547 -2.781 -1.113
H 2.840 -0.667 1.280
H 3.287 0.017 -0.334
H 4.314 -1.116 0.486
H 2.580 -4.207 0.163
H 1.934 -3.107 1.438
H 3.617 -3.245 1.233
H -0.804 -4.329 -1.656
H -0.319 -3.626 -0.115
H 0.795 -4.685 -1.024
B -0.374 2.622 -1.853
F 0.911 2.988 -1.413
F -0.383 1.392 -2.493
F -1.230 2.585 -0.675
F -0.917 3.605 -2.727
C -4.760 3.466 -2.871
C -3.826 2.817 -3.931
C -3.791 1.333 -3.657
S -4.235 1.095 -1.918
O -3.120 0.567 -1.190
O -5.534 0.474 -1.859
C -4.424 2.842 -1.524
H -5.802 3.287 -3.156
H -4.579 4.541 -2.867
H -2.843 3.271 -3.798
H -4.202 3.113 -4.908
H -2.786 0.907 -3.701
H -4.476 0.754 -4.270
H -3.432 3.237 -1.298
H -5.194 2.950 -0.771
C 0.367 -1.498 4.676
C 0.204 -2.906 4.077
C -0.643 -2.806 2.824
S -1.830 -1.511 3.196
O -3.056 -2.109 3.670
O -1.860 -0.537 2.149
C -0.961 -0.782 4.610
H 1.134 -0.991 4.085
H 0.750 -1.565 5.694
H -0.257 -3.585 4.799
H 1.199 -3.285 3.853
H -1.228 -3.689 2.588
H -0.129 -2.393 1.944
H -1.563 -1.086 5.468
H -0.976 0.300 4.521
C 2.734 4.090 1.438
C 1.544 5.006 1.775
C 0.283 4.191 1.598
S 0.689 2.658 2.445
O 0.012 1.572 1.813
O 0.614 2.878 3.873
C 2.400 2.673 1.902
H 3.621 4.511 1.915
H 2.922 4.102 0.364
H 1.479 5.953 1.243
H 1.621 5.246 2.843
H 0.080 3.936 0.557
H -0.625 4.558 2.073
H 2.403 2.026 1.020
H 3.135 2.215 2.559
*
```

## Properties
- HOMO-LUMO gap (eV) = 4.85

---

No. 2
Below is a structure of composition C55H50CaFN4O4, with properties calculated with ωB97M-V/def2-TZVPD.

```
! RIJCOSX wB97M-V def2-TZVPD def2/J DEFGRID3
* xyz -1 1
Ca -0.372 0.902 -0.675
C 2.772 2.436 -1.920
N 1.542 2.877 -1.259
C 0.811 3.827 -2.089
C 0.270 3.198 -3.350
C 0.354 3.850 -4.574
C -0.228 3.260 -5.685
C -0.870 2.042 -5.539
C -0.898 1.463 -4.278
N -0.339 2.022 -3.214
C 1.874 3.403 0.064
C 0.706 3.909 0.867
C 0.919 4.837 1.881
C -0.150 5.208 2.678
C -1.396 4.664 2.416
C -1.518 3.770 1.365
N -0.489 3.389 0.611
C 2.868 0.991 -2.363
C 4.086 0.561 -2.891
C 4.189 -0.723 -3.390
C 3.071 -1.544 -3.346
C 1.916 -1.042 -2.778
N 1.810 0.197 -2.288
H 3.629 2.634 -1.269
H 2.941 3.051 -2.814
H 1.436 4.699 -2.354
H -0.043 4.192 -1.519
H 0.862 4.803 -4.644
H -0.184 3.746 -6.652
H -1.346 1.544 -6.372
H -1.399 0.516 -4.109
H 2.625 4.209 -0.008
H 2.308 2.574 0.633
H 1.913 5.235 2.042
H -0.011 5.912 3.489
H -2.264 4.918 3.008
H -2.473 3.331 1.098
H 4.933 1.237 -2.908
H 5.125 -1.081 -3.801
H 3.082 -2.560 -3.716
H 1.031 -1.662 -2.698
C 3.446 -4.018 1.699
C 2.907 -2.780 1.004
C 3.956 -2.078 0.156
O 1.792 -3.171 0.229
C 0.859 -2.076 0.301
C 1.006 -1.687 1.777
O 2.423 -1.856 1.960
C 0.598 -0.244 2.198
O 0.791 0.658 1.192
C 1.383 0.192 3.458
C 1.550 1.558 3.656
C 2.172 2.050 4.794
C 2.648 1.178 5.762
C 2.493 -0.188 5.574
C 1.866 -0.675 4.435
C -0.887 -0.294 2.673
C -1.838 0.567 2.148
C -3.156 0.552 2.588
C -3.549 -0.325 3.584
C -2.611 -1.189 4.130
C -1.302 -1.170 3.679
C -0.545 -2.367 -0.305
O -1.067 -1.140 -0.599
C -1.440 -3.137 0.685
C -2.725 -2.670 0.922
C -3.569 -3.344 1.795
C -3.138 -4.489 2.446
C -1.850 -4.958 2.220
C -1.010 -4.289 1.342
C -0.485 -3.224 -1.599
C -1.220 -2.765 -2.690
C -1.245 -3.468 -3.887
C -0.532 -4.650 -4.020
C 0.187 -5.129 -2.934
C 0.202 -4.430 -1.734
H 3.781 -4.756 0.969
H 2.653 -4.452 2.308
H 4.285 -3.754 2.344
H 4.352 -2.751 -0.607
H 4.774 -1.739 0.793
H 3.520 -1.202 -0.324
H 1.261 -1.247 -0.281
H 0.492 -2.427 2.399
H 1.166 2.220 2.892
H 2.278 3.122 4.924
H 3.137 1.556 6.652
H 2.868 -0.885 6.315
H 1.779 -1.745 4.300
H -1.582 1.292 1.391
H -3.873 1.217 2.119
H -4.579 -0.346 3.922
H -2.900 -1.892 4.903
H -0.587 -1.850 4.124
H -3.033 -1.755 0.434
H -4.564 -2.957 1.978
H -3.796 -5.008 3.135
H -1.496 -5.846 2.731
H -0.004 -4.655 1.178
H -1.761 -1.835 -2.570
H -1.825 -3.088 -4.720
H -0.544 -5.199 -4.954
H 0.740 -6.057 -3.016
H 0.769 -4.821 -0.903
F -6.716 2.900 -2.419
C -5.446 2.561 -2.026
C -4.506 3.555 -1.860
C -3.224 3.175 -1.455
C -2.814 1.854 -1.201
C -3.845 0.918 -1.401
C -5.142 1.236 -1.805
H -4.774 4.590 -2.042
H -2.506 3.991 -1.340
H -3.638 -0.139 -1.230
H -5.906 0.479 -1.942
*
```

## Properties
- HOMO-LUMO gap (eV) = 6.46
- energy above the lowest of the compared OMol25 structures with the same formula, charge and spin (kcal per mole) = 0.0

---

No. 3
Below is the molecule C3H6OS2, with properties calculated with ωB97M-V/def2-TZVPD.

```
! RIJCOSX wB97M-V def2-TZVPD def2/J DEFGRID3
* xyz 0 1
C 2.365 -0.235 -0.027
C 0.082 0.788 -0.022
C -2.300 -0.461 -0.008
H 2.282 -0.873 -0.865
H 3.385 0.201 0.125
H 2.057 -0.722 0.902
H -2.597 0.075 0.938
H -2.884 -1.417 0.036
H -2.616 0.253 -0.817
O 1.492 0.911 -0.081
S -0.702 2.229 -0.065
S -0.564 -0.748 -0.116
*
```

## Properties
- HOMO-LUMO gap (eV) = 9.07
- energy above the lowest of the compared OMol25 structures with the same formula, charge and spin (kcal per mole) = 31.2

---

HOMO readings, ordered: -2.383, -4.287, -8.645 eV
Electronic energy readings, ordered: -126978.35614, -93157.69014, -26925.08788 eV
Largest force on an atom readings, ordered: 1.64, 0.95, 3.91 eV Å⁻¹